# 1
36
Properties=species:S:1:pos:R:3:forces:R:3:mulliken_charge:R:1 method="wB97M-V/def2-TZVPD" gap_ev=8.84 e_homo_ev=-8.58 smiles="N#CC1=C(SCc2ccccc2)NC(=O)C[C@@H]1c1ccco1" relative_energy_ev=1.496
N -4.29882 0.42936 0.12041 -0.3645 0.0180 0.0712 -0.57
C -3.16187 0.55460 0.01576 -0.5451 -0.2755 -0.0048 -0.29
C -1.78750 0.76394 -0.14836 0.9483 0.0036 -0.2278 -0.03
C -0.88374 -0.23890 -0.11760 -0.5180 -0.1460 -0.0094 0.55
S -1.35100 -1.89898 0.25750 0.0544 -0.0266 -0.1364 -0.15
C -0.54744 -2.82559 -1.12427 -0.3345 0.3847 0.3062 -1.12
C 0.94589 -2.82511 -1.07168 0.1970 -0.1429 -0.1257 0.20
C 1.60810 -3.32658 0.04529 -0.0549 0.0163 -0.1067 0.01
C 2.98940 -3.30634 0.10543 0.0255 -0.0254 0.0614 -0.62
C 3.72351 -2.78684 -0.94878 0.0736 0.0158 -0.0348 -0.41
C 3.07226 -2.29196 -2.06562 0.0713 0.0089 -0.0254 -0.58
C 1.68994 -2.30895 -2.12725 -0.0888 -0.1616 0.0801 -0.15
N 0.45486 0.00624 -0.31939 0.1187 -0.4017 0.1791 0.28
C 0.96914 1.17239 -0.82504 -0.0107 0.2869 -0.2375 0.42
O 2.15921 1.32217 -0.95270 0.1480 0.1010 -0.0317 -0.64
C -0.07867 2.17665 -1.25550 0.0102 0.1694 0.0030 -1.02
C -1.28709 2.18807 -0.31229 0.3124 -0.1696 0.2899 0.41
C -0.92734 2.73861 1.03330 -0.7469 0.8679 -0.1387 0.24
C -1.41299 3.80398 1.73145 0.1757 -0.4898 -0.4665 -0.88
C -0.69250 3.83756 2.95101 0.4270 -0.3955 0.1731 -0.32
C 0.17114 2.78997 2.90245 -0.2070 0.6929 0.6339 -0.68
O 0.03710 2.11672 1.74756 0.0851 -0.3292 -0.3761 -0.24
H -0.94727 -3.83221 -0.99628 -0.0496 0.0230 -0.0621 0.50
H -0.92471 -2.40615 -2.05630 0.0260 -0.1255 -0.0212 0.37
H 1.02985 -3.72095 0.86875 -0.0286 -0.0280 0.1005 0.37
H 3.49349 -3.69493 0.97750 0.0522 -0.0337 0.0722 0.39
H 4.80130 -2.76643 -0.89864 0.0983 0.0099 0.0070 0.39
H 3.63946 -1.88469 -2.88822 0.0627 0.0545 -0.0648 0.37
H 1.18394 -1.91773 -2.99852 -0.0659 0.0610 -0.0665 0.37
H 1.12051 -0.71531 -0.06916 -0.0348 0.1711 -0.0530 0.08
H 0.38384 3.16252 -1.30995 0.0446 -0.1137 -0.0066 0.36
H -0.40273 1.89597 -2.26281 0.0128 -0.0220 0.0176 0.37
H -2.08051 2.81405 -0.72976 0.1261 -0.0811 0.0927 0.63
H -2.18420 4.47740 1.41860 -0.1840 0.1010 -0.1419 0.48
H -0.80758 4.54418 3.74650 0.0379 0.1022 0.2203 0.44
H 0.90550 2.42952 3.59461 0.1254 -0.1204 0.0293 0.47

# 2
14
Properties=species:S:1:pos:R:3:forces:R:3:mulliken_charge:R:1 method="wB97M-V/def2-TZVPD" gap_ev=7.46 e_homo_ev=-8.75 relative_energy_ev=5.560
O 2.87311 -0.60066 -0.57483 -2.0367 0.5417 1.7679 -0.50
C 1.48477 -0.27953 -0.34671 -3.1709 -1.1964 0.3409 0.12
C 1.13979 1.23247 -0.04493 -3.8408 -0.7560 0.5430 -0.26
C -0.31111 1.70603 0.25766 2.5716 -3.6371 -1.0731 -0.53
C -1.42983 0.58611 0.22172 -0.5049 -0.8588 0.0396 0.51
N -2.85012 0.75123 0.46229 3.9963 -3.4975 -1.0971 -0.53
S -3.48175 -0.83930 0.31960 2.0779 0.6303 -0.2273 0.22
N -2.16124 -1.90555 -0.04674 1.3397 6.3627 0.6942 -0.55
C -1.07465 -0.94257 -0.07482 0.9011 -0.8633 -0.2957 0.70
C 0.40918 -1.42506 -0.38362 0.7213 4.9268 0.7897 -0.50
H 3.26400 -0.59598 0.34044 -0.3108 -0.0262 -1.3409 0.34
H 1.97853 2.02361 -0.02116 -1.4462 -1.6247 -0.1165 0.32
H -0.52245 2.80838 0.48924 0.2050 -2.0358 -0.4209 0.33
H 0.68178 -2.51919 -0.59815 -0.5025 2.0343 0.3963 0.33

# 3
7
Properties=species:S:1:pos:R:3:forces:R:3:mulliken_charge:R:1 method="wB97M-V/def2-TZVPD" gap_ev=7.48 e_homo_ev=-7.94 relative_energy_ev=1.232
C -0.72963 0.73969 0.20535 1.1050 -0.9674 -0.1748 -0.07
C -0.76176 -0.58460 0.42006 0.3832 1.0895 -0.9424 -0.11
C 0.05884 -0.11433 -0.60794 0.1543 0.7262 1.3810 -0.47
I 2.90050 -0.07049 0.11203 -1.1044 -0.0175 -0.1918 -0.49
H -0.87771 1.76861 0.51307 -0.3004 -0.3526 -0.1108 0.33
H -1.07591 -1.46224 0.92114 -0.2964 -0.3806 0.5348 0.34
H 0.48568 -0.27664 -1.56369 0.0588 -0.0976 -0.4961 0.48